# CH33HfO16

CH33HfO16 as an isolated structure in a non-equilibrium geometry (ωB97M-V/def2-TZVPD, the OMol25 dataset).

Positions of all 51 atoms, in Å:
Hf1 0.537 -0.055 2.764
C1 -0.228 -0.054 -0.336
O1 0.339 0.280 0.880
H1 0.530 -0.549 -0.957
H2 -0.681 0.863 -0.730
H3 -1.001 -0.786 -0.180
O2 3.566 -1.149 -0.559
H4 3.305 -0.721 -1.346
H5 3.349 -0.517 0.151
O3 -0.874 3.424 1.286
H6 -0.475 3.248 0.469
H7 -0.953 4.384 1.420
O4 1.176 -2.667 -2.844
H8 1.293 -2.517 -1.926
H9 0.491 -2.073 -3.256
O5 3.000 0.896 1.320
H10 2.753 1.757 1.027
H11 3.964 0.899 1.433
O6 -0.671 -1.787 2.455
H12 -1.497 -1.884 2.005
H13 -0.434 -2.703 2.558
O7 -0.311 3.728 -1.527
H14 -0.178 2.908 -1.953
H15 -0.548 4.307 -2.233
O8 1.205 -3.293 -0.186
H16 0.339 -3.499 -0.488
H17 1.533 -4.118 0.198
O9 1.845 -1.611 1.816
H18 1.648 -2.212 1.052
H19 2.835 -1.632 1.874
O10 -0.383 1.668 -3.378
H20 -0.738 2.206 -4.090
H21 -1.073 1.038 -3.195
O11 -2.639 0.109 -2.185
H22 -2.146 0.065 -1.371
H23 -2.096 -0.451 -2.712
O12 -2.775 -3.107 0.842
H24 -3.373 -3.884 1.010
H25 -2.168 -3.318 0.126
O13 2.468 0.682 -2.248
H26 1.658 0.359 -1.899
H27 2.527 0.276 -3.107
O14 -3.336 0.534 0.621
H28 -4.114 0.069 0.881
H29 -3.583 1.014 -0.166
O15 -1.598 0.648 2.520
H30 -2.364 0.483 1.925
H31 -1.871 1.405 3.094
O16 0.701 2.098 2.991
H32 0.937 2.613 3.753
H33 0.107 2.605 2.421

Cartesian forces (eV/Å) of the 3 atoms listed first:
-0.458 0.829 -6.735
0.078 0.023 -0.313
0.900 0.094 3.737

The value obtained for the HOMO energy is -0.698 Ha. The calculation puts the relative energy (zero: lowest compared OMol25 entry of this formula, charge and spin) at 0.0 kcal per mole. As for the total charge: +3.

These are the Löwdin partial charges, in e, on atoms 1 to 5: 2.05 -0.11 -0.34 0.09 0.10